1.
C56H52CdN3O9P5S2 as an isolated structure, computed with ωB97M-V/def2-TZVPD.

Cartesian coordinates (Å):
Cd 0.16 -0.26 0.90
O -1.39 -3.99 0.68
C -0.79 -3.37 -0.18
O -0.33 -2.19 -0.15
C -0.45 -3.98 -1.56
P 0.64 -2.59 -2.13
C 2.24 -3.10 -1.40
C 2.36 -3.84 -0.23
C 3.62 -4.16 0.26
C 4.76 -3.75 -0.41
C 4.64 -2.99 -1.57
C 3.39 -2.65 -2.04
C 0.99 -3.27 -3.84
C 1.10 -2.32 -4.85
C 1.21 -2.68 -6.18
C 1.18 -4.02 -6.53
C 1.07 -4.99 -5.54
C 0.99 -4.61 -4.21
H -1.33 -4.08 -2.19
H 0.04 -4.96 -1.49
H 1.50 -4.17 0.32
H 3.71 -4.71 1.18
H 5.74 -4.00 -0.03
H 5.52 -2.63 -2.08
H 3.28 -2.04 -2.93
H 1.09 -1.28 -4.56
H 1.30 -1.92 -6.94
H 1.24 -4.32 -7.57
H 1.04 -6.03 -5.81
H 0.93 -5.37 -3.45
C -2.38 0.26 -5.90
C -2.32 1.60 -5.53
C -1.88 1.96 -4.27
C -1.46 0.99 -3.36
C -1.56 -0.35 -3.73
C -2.01 -0.71 -4.99
P -0.71 1.34 -1.71
C -1.13 3.13 -1.66
C -2.48 3.46 -1.55
C -2.89 4.78 -1.48
C -1.95 5.80 -1.54
C -0.61 5.48 -1.63
C -0.19 4.16 -1.68
C 1.04 1.45 -2.26
C 1.29 2.03 -3.48
C 2.59 2.21 -3.96
C 3.64 1.80 -3.20
C 3.44 1.17 -1.96
C 4.56 0.70 -1.25
C 4.38 0.05 -0.07
C 3.08 -0.11 0.45
C 1.94 0.33 -0.18
C 2.11 0.98 -1.44
H -2.72 -0.01 -6.89
H -2.61 2.37 -6.23
H -1.84 3.01 -4.00
H -1.25 -1.11 -3.02
H -2.06 -1.76 -5.27
H -3.20 2.66 -1.52
H -3.94 5.01 -1.39
H -2.27 6.83 -1.51
H 0.13 6.28 -1.67
H 0.86 3.93 -1.72
H 0.47 2.38 -4.09
H 2.74 2.68 -4.93
H 4.66 1.93 -3.55
H 5.54 0.85 -1.68
H 5.23 -0.37 0.47
H 3.00 -0.66 1.37
N 0.24 -2.23 5.71
C 0.02 -2.39 4.23
C -0.87 -3.55 3.92
P 1.74 -2.47 3.52
O 2.35 -1.22 4.45
O 2.40 -3.71 3.99
O 1.68 -2.06 2.10
P -0.71 -0.76 3.71
O -1.82 -0.73 4.92
O -1.37 -0.81 2.39
O 0.32 0.29 4.00
H 0.30 -3.14 6.17
H -0.53 -1.63 6.04
H 1.18 -1.74 5.71
H -0.42 -4.48 4.27
H -1.02 -3.60 2.84
H -1.86 -3.42 4.38
H 1.78 -0.45 4.21
H -2.58 -0.20 4.60
N 5.02 1.47 2.85
C 4.73 2.79 2.88
O 5.50 3.62 3.31
C 3.39 3.12 2.32
C 3.20 4.32 1.64
C 1.96 4.58 1.09
C 0.96 3.62 1.23
N 1.12 2.50 1.90
C 2.30 2.26 2.45
H 5.89 1.15 3.23
H 4.40 0.80 2.43
H 4.02 5.03 1.56
H 1.77 5.50 0.55
H -0.02 3.76 0.79
H 2.34 1.36 3.04
S -4.04 1.28 4.16
P -3.23 2.40 2.74
S -2.48 1.67 1.06
C -4.57 3.58 2.31
C -5.03 4.49 3.26
C -6.13 5.27 3.00
C -6.80 5.15 1.79
C -6.35 4.24 0.84
C -5.24 3.46 1.10
C -1.95 3.51 3.45
C -1.66 4.71 2.82
C -0.60 5.48 3.26
C 0.18 5.04 4.32
C -0.09 3.83 4.93
C -1.16 3.07 4.50
H -4.51 4.56 4.21
H -6.49 5.97 3.74
H -7.67 5.76 1.59
H -6.88 4.14 -0.10
H -4.87 2.74 0.38
H -2.27 5.02 1.98
H -0.37 6.41 2.77
H 1.02 5.64 4.65
H 0.54 3.48 5.73
H -1.39 2.12 4.97

Properties
Gap between HOMO and LUMO ... 7.0 eV
Charge ... -2
E_HOMO ... -0.1122 Ha

2.
C7H19NO3Tl as an isolated structure, computed with ωB97M-V/def2-TZVPD.

Cartesian coordinates (Å):
Tl -1.63 -1.57 -0.16
C 3.52 -1.63 1.24
O 2.61 -0.45 1.41
C 3.16 0.81 1.08
C 2.12 1.81 0.70
N 1.50 1.46 -0.56
C 0.56 2.51 -0.99
C 0.07 2.23 -2.44
O -0.28 0.84 -2.71
C -0.92 0.60 -3.95
H 4.51 -1.32 1.56
H 3.54 -1.96 0.20
H 3.30 -2.50 1.84
H 3.84 0.67 0.24
H 3.76 1.23 1.89
H 2.64 2.76 0.69
H 1.46 1.88 1.57
H 2.21 1.23 -1.24
H 0.89 3.55 -0.99
H -0.30 2.52 -0.33
H 0.89 2.32 -3.16
H -0.71 2.94 -2.71
H -1.86 1.14 -3.91
H -1.14 -0.46 -4.08
H -0.48 0.94 -4.88
C -5.40 -3.63 3.62
O -5.28 -3.35 2.20
H -4.52 -3.55 4.25
H -6.23 -3.04 4.00
H -5.67 -4.67 3.76
H -6.17 -3.31 1.84

Properties
Gap between HOMO and LUMO ... 1.6 eV
Charge ... +3
E_HOMO ... -0.6665 Ha
ΔE to the lowest compared entry with this formula, charge and spin ... 113.1 kJ/mol

3.
An isolated ion of composition C6H12N3O2 and charge +1, computed with ωB97M-V/def2-TZVPD.

Cartesian coordinates (Å):
C -0.57 2.11 -2.68
N 0.21 2.88 -1.91
C 1.00 2.43 -0.89
N 0.76 1.38 -0.16
C 1.80 1.16 0.89
N -0.14 0.55 -0.34
C -0.62 -0.35 0.66
O -0.66 -0.05 1.80
O -0.97 -1.47 0.05
C -1.58 -2.59 0.83
C -0.52 -3.54 1.41
H -0.46 1.11 -2.70
H -1.09 2.61 -3.55
H 0.44 3.83 -2.15
H 1.77 3.11 -0.42
H 2.50 2.02 0.95
H 1.07 1.07 1.76
H 2.16 0.20 0.62
H -2.32 -2.11 1.44
H -2.09 -2.96 0.02
H 0.22 -3.78 0.62
H 0.02 -3.09 2.15
H -0.92 -4.52 1.61

Properties
Gap between HOMO and LUMO (alpha / beta) ... 7.5 / 7.5 eV
SMILES ... C=[NH+]/C=[N+](C)\N=C(/[O-])OCC
Charge ... +1
E_HOMO (alpha / beta) ... -0.4725 / -0.4726 Ha
ΔE to the lowest compared entry with this formula, charge and spin ... 487.5 kJ/mol

4.
The molecule C3H6N2S, computed with ωB97M-V/def2-TZVPD.

Cartesian coordinates (Å):
N -1.67 -1.49 0.37
N -0.83 -0.51 -0.30
C 0.51 -0.74 -0.30
C 1.41 0.23 -0.15
C 0.82 1.55 0.29
S -1.06 1.09 0.18
H -2.00 -2.10 -0.35
H -2.34 -0.81 0.82
H 0.73 -1.83 -0.62
H 2.47 0.24 -0.51
H 1.04 2.14 1.10
H 0.92 2.22 -0.54

Properties
Gap between HOMO and LUMO ... 8.3 eV
SMILES ... NN1C=CCS1
Charge ... 0
E_HOMO ... -0.2751 Ha
ΔE to the lowest compared entry with this formula, charge and spin ... 341.4 kJ/mol

5.
The molecule C4H7NO, computed with ωB97M-V/def2-TZVPD.

Cartesian coordinates (Å):
C -0.76 -1.32 0.09
N 0.55 -0.49 0.57
C 0.16 0.91 0.76
C 0.01 1.26 -0.67
C 0.86 0.48 -1.35
O 1.52 -0.03 -2.17
H -1.11 -1.18 -0.97
H -0.48 -2.36 0.21
H -1.62 -1.06 0.73
H 1.23 -0.76 1.30
H -0.74 1.02 1.39
H 0.96 1.50 1.24
H -0.56 2.05 -1.11

Properties
Gap between HOMO and LUMO ... 9.1 eV
SMILES ... CNCC=C=O
Charge ... 0
E_HOMO ... -0.2999 Ha
ΔE to the lowest compared entry with this formula, charge and spin ... 303.0 kJ/mol

6.
A 2-piece molecular cluster, C2H9N2O2 overall, computed with ωB97M-V/def2-TZVPD.

Cartesian coordinates (Å):
N -0.74 -1.90 0.96
C -0.52 -0.51 1.59
C 0.87 -0.24 1.13
N 1.21 1.11 1.34
O 1.65 -1.13 0.66
H 0.08 -2.43 0.65
H -1.25 -1.77 0.08
H -1.28 -2.46 1.60
H -1.43 -0.03 1.20
H -0.62 -0.62 2.71
H 0.51 1.83 1.38
H 2.16 1.39 1.27
H -0.13 1.72 -5.44
H 0.07 2.80 -4.34
O -0.59 2.25 -4.79

Properties
Gap between HOMO and LUMO (alpha / beta) ... 3.6 / 8.8 eV
Spin multiplicity ... 2
Charge ... 0
E_HOMO (alpha / beta) ... -0.1195 / -0.3150 Ha
ΔE to the lowest compared entry with this formula, charge and spin ... 105.9 kJ/mol

7.
C32H34KN10O3S2 as an isolated structure, computed with ωB97M-V/def2-TZVPD.

Cartesian coordinates (Å):
K -0.37 -0.27 -0.50
N 0.27 2.97 -0.47
C 1.22 4.06 -0.28
C 2.58 3.50 0.13
C 3.23 2.63 -0.95
C 4.19 1.59 -0.38
N 3.54 0.48 0.31
H 0.30 2.61 -1.42
H -0.68 3.29 -0.33
H 0.86 4.70 0.52
H 1.34 4.70 -1.17
H 2.43 2.92 1.04
H 3.26 4.33 0.39
H 3.77 3.27 -1.66
H 2.46 2.10 -1.52
H 4.89 2.07 0.32
H 4.80 1.17 -1.18
H 2.86 0.83 0.98
H 3.00 -0.05 -0.38
O -0.43 -2.62 -0.20
N -1.06 -3.31 -1.11
C -0.31 -3.99 -2.01
C -0.86 -4.74 -3.02
C -2.26 -4.79 -3.10
C -3.01 -4.11 -2.18
C -2.45 -3.34 -1.13
S -3.35 -2.50 0.02
H 0.75 -3.85 -1.86
H -0.22 -5.26 -3.71
H -2.74 -5.37 -3.88
H -4.09 -4.14 -2.22
S -5.60 4.22 4.16
N -4.29 3.29 4.61
C -3.80 2.80 3.46
C -2.66 1.93 3.35
C -1.95 1.51 4.50
C -0.87 0.68 4.35
C -0.49 0.29 3.05
N -1.13 0.67 1.97
C -2.21 1.48 2.09
C -2.92 1.88 0.89
N -2.47 1.45 -0.30
C -3.11 1.82 -1.39
C -4.25 2.64 -1.38
C -4.71 3.10 -0.18
C -4.05 2.73 1.01
C -4.49 3.19 2.29
N -5.55 4.00 2.50
H -2.30 1.84 5.47
H -0.31 0.32 5.20
H 0.36 -0.36 2.92
H -2.69 1.48 -2.34
H -4.73 2.91 -2.31
H -5.58 3.74 -0.10
N 2.18 -2.58 1.01
C 2.06 -2.47 2.38
C 3.05 -1.84 3.15
C 2.91 -1.74 4.52
C 1.80 -2.27 5.17
C 0.82 -2.89 4.41
C 0.94 -3.00 3.03
H 2.80 -1.92 0.56
H 1.31 -2.72 0.50
H 3.90 -1.40 2.64
H 3.68 -1.23 5.09
H 1.69 -2.18 6.24
H -0.07 -3.28 4.89
H 0.15 -3.43 2.44
C 2.27 -2.75 -4.40
N 1.63 -1.47 -4.18
C 0.97 -0.84 -5.20
C 0.37 0.34 -5.02
C 0.42 0.96 -3.69
O -0.10 2.07 -3.48
N 1.06 0.29 -2.69
C 1.66 -0.90 -2.89
O 2.25 -1.54 -2.01
H 2.54 -2.84 -5.45
H 1.62 -3.58 -4.12
H 3.17 -2.80 -3.79
H 0.97 -1.36 -6.15
H -0.15 0.85 -5.82

Properties
Gap between HOMO and LUMO (alpha / beta) ... 3.7 / 6.2 eV
Spin multiplicity ... 2
Charge ... -2
E_HOMO (alpha / beta) ... 0.0064 / -0.0856 Ha
ΔE to the lowest compared entry with this formula, charge and spin ... 20.6 kJ/mol

8.
A 2-piece molecular cluster, CH4N2O overall, computed with ωB97M-V/def2-TZVPD.

Cartesian coordinates (Å):
C 1.74 0.50 -0.02
N -2.21 0.58 -0.06
N -1.76 -0.54 0.02
O 1.22 -0.60 -0.08
H 1.31 1.31 -0.52
H 2.65 0.84 0.68
H -1.86 -1.20 -0.83
H -1.09 -0.90 0.82

Properties
Gap between HOMO and LUMO (alpha / beta) ... 7.0 / 10.8 eV
Spin multiplicity ... 3
Charge ... 0
E_HOMO (alpha / beta) ... -0.2369 / -0.3865 Ha
ΔE to the lowest compared entry with this formula, charge and spin ... 90.8 kJ/mol